Computed, not measured: a molecular structure, C3H5NP4 at a distorted geometry, with the ωB97M-V functional and the def2-TZVPD basis.

relative energy (zero: lowest compared OMol25 entry of this formula, charge and spin)	251.4	kJ/mol
max |F|	2.5	eV Å⁻¹
E_HOMO	-7.74	eV
energy	-41833.26839	eV
charge	0
HOMO-LUMO gap	7.157	eV

Atoms and positions in Å:
1 P 0.2225 -0.5286 -0.6469
2 H -0.1816 -2.6307 -1.4571
3 C 2.0710 0.8355 0.3302
4 H -0.9294 0.2357 3.2053
5 H -1.1033 1.2481 -1.5553
6 C -0.7086 0.4307 2.1216
7 N -0.5564 -1.6935 -1.6472
8 H 2.8657 1.5644 0.5612
9 P 0.6045 -0.5351 1.6434
10 P 2.0405 0.5235 -1.2756
11 H -1.6078 -1.4698 -1.5821
12 C -1.0053 0.7809 -0.5852
13 P -1.7117 1.2389 0.8875